Entry 1:
A molecular structure, C28H42FN2O18S2 at a distorted geometry, computed with wB97M-V/def2-TZVPD.

The geometry in XYZ format:
```
93
Properties=species:S:1:pos:R:3:forces:R:3:mulliken_charge:R:1
S 0.990856 -1.264121 -0.216519 0.49 0.71 -0.33 1.00
S 1.949722 0.084911 1.992293 0.88 0.12 0.26 1.37
F -2.679408 -0.330706 1.041526 0.06 -0.17 -0.59 -0.23
O -2.655312 -2.628090 3.155586 -0.90 0.21 -0.81 -0.61
O 2.676159 -0.386063 3.156955 -0.22 -0.11 -0.04 -0.76
O 1.511240 -2.053884 -1.301916 -0.20 -0.38 0.20 -0.69
O -3.385279 4.046643 -3.447829 0.03 0.00 0.00 -0.41
O 0.306534 -0.043322 -0.590051 -0.33 -0.23 0.13 -0.62
O 0.489122 2.629924 -7.000340 -0.02 0.12 -0.03 -0.62
O -5.116035 4.163380 -2.043229 0.01 -0.02 0.02 -0.61
O 0.055141 -3.117673 1.443221 0.24 -0.35 -0.07 -0.57
O -2.424841 -0.523068 -1.163660 0.01 -0.38 0.95 -0.40
O -1.628799 3.326704 -7.162860 0.03 0.16 0.06 -0.22
O 1.582205 2.315682 6.655450 0.07 -0.02 -0.04 -0.25
O -2.355171 -1.664478 -6.902537 0.02 -0.01 0.03 -0.65
O 2.371297 1.358157 1.461849 -0.15 -0.10 -0.03 -0.80
O -1.259598 -0.110421 -5.739987 0.01 0.07 0.00 -0.27
O -1.801242 -1.997527 5.118592 -0.13 0.13 0.08 -0.46
O -0.629174 2.441553 6.448289 0.01 0.28 0.29 -0.54
O 4.898807 -4.131331 3.731289 -0.03 0.01 0.02 -0.33
O 6.817015 -5.262783 3.881251 0.01 0.03 -0.04 -0.62
N -1.641222 -2.198124 0.285335 -0.09 0.61 0.49 -0.08
N 2.049745 -1.103160 0.909014 -0.14 -0.08 -0.09 -0.30
C -0.285222 -2.320492 0.621373 0.11 0.19 -0.78 0.15
C 0.005183 0.962837 3.773949 -0.05 -0.48 0.00 -1.02
C 0.266130 -1.435312 -4.506030 -0.24 -0.07 -0.15 -0.18
C -2.698065 3.243070 -8.116732 -0.07 -0.05 -0.07 -0.43
C -0.503861 2.762491 -7.653480 0.02 -0.35 -0.04 0.53
C -1.442512 -1.371639 -6.179291 0.06 -0.02 -0.12 0.42
C -0.328419 -2.255680 -5.653464 -0.01 0.05 0.24 -0.51
C 5.964715 -4.758900 3.201909 -0.01 -0.08 0.00 0.47
C 0.243325 0.243392 2.442948 -0.27 0.45 -0.10 0.38
C -2.231796 -0.961884 -0.079489 0.02 0.17 -0.63 0.48
C 5.874152 -4.724630 1.685886 -0.07 0.23 0.02 -0.41
C -0.831365 -3.902512 4.006368 -0.17 -0.29 0.09 -0.94
C 0.476655 3.375523 8.429306 0.19 0.12 -0.10 -0.55
C 3.986381 -3.710629 2.688942 -0.11 0.16 -0.20 0.13
C -1.221050 0.298164 4.418050 0.36 0.20 0.10 -0.61
C 4.837258 -3.633327 1.428546 0.08 -0.09 0.01 -0.40
C -0.034028 -0.016136 -4.975425 0.24 0.06 0.16 -0.38
C -4.253289 1.980785 -2.752594 0.22 0.05 0.05 -0.53
C -4.339900 3.493842 -2.663825 -0.08 -0.03 -0.06 0.51
C -0.749108 -1.005240 5.045552 -0.09 -0.09 -0.04 -0.33
C -0.751168 2.316986 -9.084324 -0.09 0.20 -0.04 -0.41
C 1.962068 3.729635 8.494018 -0.08 -0.01 -0.03 -0.50
C -1.843647 -2.787938 4.010514 1.08 -0.40 0.70 0.80
C 0.355675 2.682390 7.082988 -0.02 -0.14 -0.02 0.50
C 2.581218 2.628191 7.636088 0.01 0.03 0.07 -0.46
C -2.663085 3.018410 -4.156175 0.05 -0.13 -0.02 -0.14
C -2.865728 1.749950 -3.343053 -0.04 -0.03 0.13 0.27
C -2.013141 3.085638 -9.471308 0.09 -0.03 0.04 -0.58
H 0.128688 -3.585522 4.409505 -0.01 0.03 -0.03 0.33
H -2.774132 0.847867 -3.943810 -0.05 0.04 -0.02 0.09
H -0.191100 0.694936 -4.168626 -0.07 -0.03 0.01 0.34
H -1.215138 -4.692854 4.657436 -0.02 0.07 0.08 0.40
H -3.311510 2.374717 -7.865896 0.01 -0.02 -0.01 0.29
H -0.258116 -1.658538 -3.577224 0.01 0.09 0.03 -0.03
H 0.184540 2.661556 9.201626 -0.03 0.00 0.01 0.27
H -0.190309 4.232189 8.469861 -0.07 -0.05 0.03 0.32
H -0.142729 2.028937 3.625386 0.03 0.02 -0.01 0.54
H -2.130478 -2.584510 1.096298 -0.26 -0.09 -0.04 0.40
H 3.550443 -2.752307 2.952157 -0.01 0.04 0.16 -0.02
H 2.789881 1.723303 8.211119 0.00 0.01 0.02 0.26
H 1.324293 -1.605874 -4.328416 0.01 0.03 -0.02 0.38
H 0.090741 -1.431027 4.485241 0.02 0.07 0.04 0.08
H -0.217623 0.801751 1.629663 -0.04 -0.15 -0.04 0.57
H 6.853507 -4.525379 1.258399 0.03 -0.10 0.00 0.30
H -0.724861 -3.221634 -5.351936 0.01 -0.04 -0.10 0.32
H 2.129240 4.699559 8.024122 0.02 0.00 0.00 0.26
H -0.710680 -4.290502 2.999811 -0.02 0.00 0.24 0.30
H -0.913186 1.237357 -9.069873 0.02 -0.01 0.01 0.21
H -1.626902 0.940244 5.198863 -0.21 -0.13 -0.27 0.45
H -5.050834 1.642301 -3.418089 -0.03 -0.02 0.02 0.31
H -1.623038 3.321077 -4.243948 -0.03 0.10 -0.01 0.35
H 5.321972 -2.658110 1.377992 -0.03 0.02 -0.01 0.25
H 0.381643 -2.403758 -6.470495 0.00 -0.04 -0.01 0.27
H 0.869573 0.822370 4.426473 0.01 0.18 -0.01 0.30
H 2.374132 3.763996 9.500315 -0.01 -0.05 0.01 0.33
H 0.116412 2.539207 -9.699675 0.03 -0.09 0.01 0.34
H 3.484518 2.927456 7.111561 -0.02 0.00 -0.04 0.32
H -0.405565 -0.830142 6.064638 -0.04 -0.07 0.02 0.30
H -2.640036 2.581472 -10.203454 -0.01 -0.05 0.03 0.32
H 5.534997 -5.707249 1.350388 0.03 -0.02 -0.01 0.24
H -0.193564 -0.757634 2.475062 0.18 0.04 0.02 -0.64
H -3.300649 4.143627 -8.026682 0.03 0.02 0.03 0.34
H 3.194687 -4.458357 2.608262 0.01 -0.02 0.00 0.09
H -4.394102 1.532700 -1.772860 -0.08 -0.01 -0.01 0.25
H 4.252057 -3.762955 0.521535 -0.04 -0.01 0.02 0.31
H 0.743029 0.372425 -5.635214 -0.03 0.03 -0.03 0.27
H -1.745198 4.065791 -9.868565 -0.01 0.01 0.00 0.27
H -2.133255 1.692460 -2.537375 0.01 -0.01 -0.01 0.00
H -3.085292 2.931626 -5.157571 -0.02 0.02 0.00 -0.11
H -1.965196 0.108233 3.641024 -0.12 -0.05 0.19 0.21
```
Forces are in eV/Å.

Results
Total charge = -1


Entry 2:
A molecular structure, C28H42N5O3S2Zn at a distorted geometry, computed with wB97M-V/def2-TZVPD.

The geometry in XYZ format:
```
81
Properties=species:S:1:pos:R:3:forces:R:3:mulliken_charge:R:1
Zn -0.842686 -0.208895 0.110227 0.23 -0.21 -0.19 2.14
S -0.915629 -2.244007 4.286584 0.13 -0.73 1.12 -0.24
S -4.926224 -2.686643 -0.576476 0.26 -0.08 -0.23 -0.19
O -0.071433 1.909193 1.017818 -0.01 0.87 -0.09 -0.35
O -2.248780 1.165282 -0.405692 0.35 0.09 -0.29 -0.87
O -0.047108 3.350012 -1.290907 -3.78 0.46 -1.07 -0.64
N 0.882110 -0.759440 -0.612218 -0.55 0.35 0.85 0.65
N -2.689297 -1.531338 -0.158897 -0.16 -0.51 -1.35 0.94
N -1.200975 -0.974498 2.103206 0.51 -1.27 1.81 0.38
N -2.986975 3.274423 -0.568086 -1.07 0.02 -0.40 0.20
N 2.106531 3.316702 -1.575004 2.78 0.02 -0.01 0.33
C -3.029589 -2.109943 1.005400 -2.03 -1.94 0.08 -0.40
C 2.531708 -1.472810 1.075351 0.27 1.04 0.15 0.37
C 1.028790 3.105473 -0.852452 1.08 -0.42 1.14 0.53
C -3.452533 -1.195968 -2.482579 0.46 -1.58 0.83 -0.73
C 2.138890 3.703345 -2.980130 -2.10 0.18 1.07 -1.06
C 0.644018 -2.230736 -2.680259 1.67 1.23 1.28 -1.69
C 0.300814 -5.027305 1.805449 1.69 0.16 -0.66 -1.93
C 1.413604 -1.747016 0.272788 -0.03 -0.01 0.01 -0.33
C 0.731520 -2.950337 0.504323 1.56 0.36 0.78 -0.36
C -2.869945 4.655954 -0.128569 -0.17 1.10 0.48 -0.90
C -3.568876 -1.809825 -1.118429 0.40 1.29 0.44 0.11
C 0.483556 0.046542 3.700393 1.34 -0.93 0.21 -0.44
C -1.230373 2.791873 1.056213 1.61 -0.65 -0.44 -0.74
C 3.423477 3.292377 -0.962074 -0.65 -0.41 1.32 -1.07
C -3.820900 2.865377 -1.741625 1.55 1.84 -0.13 -0.72
C 1.173591 2.496216 0.560393 -1.40 -0.31 -1.23 -1.32
C -0.493635 -1.021930 3.254917 -0.28 2.40 -1.69 0.49
C 2.634052 -0.640725 -2.346549 0.93 -0.29 -0.50 -1.72
C -2.099106 -2.821355 3.233881 -0.62 -0.52 0.01 -0.47
C 1.182430 -0.874050 -2.012041 -1.54 0.32 -2.33 1.29
C 3.008694 -2.261880 2.089124 -0.88 -2.16 0.23 0.35
C -2.173826 2.368472 -0.092389 0.57 0.41 1.57 0.22
C 0.423849 0.267319 -2.823299 -0.62 -0.30 2.02 -1.44
C 2.273180 -3.449767 2.316722 -0.31 1.76 -1.87 -0.97
C -2.102529 -2.046381 2.119110 -0.15 1.02 -0.01 -0.04
C 1.152593 -3.784873 1.541632 -0.24 -0.15 0.91 0.03
C 4.190928 -1.933719 3.005353 -2.53 -0.81 1.16 -1.10
C -4.250516 -2.816431 0.963463 1.94 1.60 0.27 -0.91
H 3.121580 0.251761 -1.940005 -0.55 0.07 0.24 -0.06
H 0.487276 0.926050 3.075521 -0.46 0.10 -0.33 -0.24
H -3.004903 -1.920581 -3.162911 -0.20 0.18 -0.27 0.25
H 5.037829 -1.595152 2.451542 0.66 0.27 -0.05 0.37
H -4.234212 3.815415 -2.145084 0.49 -0.77 -0.13 0.29
H -0.088475 -3.238581 -0.109355 -0.70 -0.03 -0.33 0.80
H 0.921237 -2.205349 -3.717779 0.05 -0.28 -0.56 0.52
H -4.659643 2.239809 -1.530488 -0.25 -0.68 0.54 0.25
H -0.794876 3.805946 1.019170 -0.99 -0.37 -0.01 0.54
H -1.727810 2.573190 2.003466 -0.11 0.23 0.03 0.34
H 1.123520 3.645566 -3.388791 0.42 -0.19 -0.04 0.27
H 1.782450 1.639474 0.448239 0.98 -0.90 0.13 0.25
H 0.766646 -5.801037 1.189746 -0.52 -0.24 -0.18 0.44
H 3.045155 -0.531798 1.087281 -0.05 0.81 -0.98 0.35
H 0.336037 0.368470 4.760185 0.09 -0.51 -0.83 0.48
H 3.991789 4.148216 -1.232909 0.57 0.60 -0.67 0.40
H 2.472008 4.702998 -3.049592 0.28 1.35 -0.10 0.43
H -2.822831 -0.365495 -2.367779 1.16 1.07 0.03 -0.24
H -2.757308 -3.649170 3.545170 0.54 0.55 -0.54 0.44
H 2.814099 -0.610769 -3.421969 -0.31 0.12 -0.17 0.46
H -0.692844 -4.799321 1.490569 -0.77 -0.26 -0.26 0.37
H 1.054689 -3.115208 -2.180529 -0.01 0.14 -0.23 0.26
H 4.367069 -2.878088 3.607442 0.33 1.27 -0.69 0.34
H 3.775153 -1.168936 3.731742 1.02 -0.55 -0.68 0.21
H 0.299848 -5.443354 2.800272 0.09 0.33 0.55 0.36
H 2.662013 -4.050538 3.053826 0.33 -1.74 1.72 0.53
H 0.541537 0.202055 -3.901666 0.62 0.23 0.03 0.66
H -4.785061 -3.150518 1.812903 -0.37 -0.62 0.47 0.50
H 1.520327 -0.385571 3.561312 -0.97 0.43 0.47 -0.17
H 2.844691 3.120009 -3.488432 0.77 -1.20 -0.82 0.38
H -1.884695 5.064295 -0.307065 0.37 -0.08 -0.65 0.32
H -4.369181 -0.799221 -2.815067 -1.29 0.02 -0.65 0.53
H 0.685866 1.237403 -2.337054 -0.03 -0.62 -0.98 0.28
H -0.414332 -2.215922 -2.571791 -1.00 -0.15 0.03 0.25
H 3.229950 -1.471221 -2.045184 0.60 -0.77 0.62 0.49
H -2.956379 4.801275 0.967274 -0.60 -0.44 -0.52 0.33
H 3.945775 2.371109 -1.120413 0.50 -0.49 -0.60 0.27
H -0.671321 0.167249 -2.691384 0.27 -0.05 0.21 -0.26
H -3.584031 5.325919 -0.639240 0.18 -0.66 0.28 0.33
H 1.614261 3.227687 1.207742 -0.11 0.30 0.91 0.68
H -3.057416 2.385250 -2.387072 -1.07 0.22 -0.22 0.27
H 3.361082 3.367967 0.123507 -0.21 0.05 0.01 0.35
```
Forces are in eV/Å.

Results
Total charge = +1
Energy above the lowest of the compared OMol25 structures with the same formula, charge and spin = 0.0 kcal/mol


Energy / hartree: -3452.38113, -4167.17396
Kohn-Sham gap / Ha: 0.3292, 0.2816
Lowest unoccupied orbital energy / eV: 2.143, -2.180